No. 1
Here is a structure of composition C49H40N7SV from the Open Molecules 2025 dataset. Energies are from ωB97M-V/def2-TZVPD.

Last column: Löwdin spin population.
Geometry (Å):
V 0.40055 0.55298 -0.43518  1.977
C -4.82720 -0.25144 5.45368  0.000
C -5.24028 -0.38743 4.10979  0.000
C -4.26886 -0.32033 3.12477  0.000
C -2.89388 -0.13036 3.40388  0.001
C -2.54606 -0.04855 4.75204  0.001
C -3.48431 -0.13030 5.75794  0.000
C -1.88317 0.09091 2.31633  0.005
C -1.01552 1.29832 2.35857  0.006
C -1.36482 2.44726 2.97646  -0.001
C -0.74948 3.79867 2.82378  0.000
C 0.15947 3.99860 1.89688  0.000
N 0.17684 1.27891 1.51886  0.004
C 0.89012 3.89826 0.81427  0.001
C 0.28766 3.83456 -0.52007  0.002
C 0.03902 4.88618 -1.37863  -0.001
C -0.43950 4.31699 -2.56435  0.002
C -0.42357 2.95946 -2.39870  0.000
C -0.75653 1.99535 -3.36450  -0.004
C -1.63011 2.33480 -4.49130  -0.001
C -2.97268 2.08894 -4.47339  0.000
C -3.79621 2.56871 -5.48956  0.000
C -3.26378 3.19014 -6.64963  0.000
C -1.88199 3.43067 -6.66635  0.000
C -1.10985 3.01522 -5.59742  0.000
C -0.14971 0.77656 -3.26314  0.008
N 0.90111 0.59181 -2.28899  -0.043
C 0.25585 -1.92120 -2.36912  0.008
C -0.36965 -2.79313 -1.36407  0.004
C -0.14432 -4.31666 -1.52965  0.001
C -0.31073 -5.05992 -2.72100  0.000
C 0.06813 -6.39582 -2.76302  0.000
C 0.63324 -7.05674 -1.65030  0.000
C 0.78713 -6.33390 -0.47493  0.000
C 0.43185 -4.99109 -0.45130  0.000
C -1.04746 -2.24317 -0.29403  0.003
C -1.98350 -3.01942 0.54687  0.001
C -2.44322 -2.17162 1.50565  0.001
C -1.79205 -0.86614 1.32550  0.004
N -1.02919 -0.90459 0.16103  0.011
C -0.40171 -1.60233 -3.65480  0.004
C -0.54891 -0.34073 -4.08119  0.000
N -0.03991 2.62490 -1.11313  -0.015
C 2.32571 3.46711 0.93343  0.002
C 2.90274 3.34422 2.22414  0.000
C 4.07557 2.65620 2.36222  0.001
C 4.74822 2.11512 1.27361  0.000
C 4.24453 2.37975 -0.00333  0.002
C 3.04867 3.02414 -0.18250  0.004
H -5.57285 -0.23378 6.24040  0.000
H -6.29463 -0.49057 3.86585  0.000
H -4.52260 -0.39894 2.06781  0.000
H -1.49738 0.11581 5.04233  0.000
H -3.14428 0.00031 6.80036  0.000
H -2.29203 2.45356 3.54310  0.000
H -1.13469 4.60725 3.42209  0.000
H 0.22530 5.91782 -1.14102  0.000
H -0.79851 4.82162 -3.43933  0.000
H -3.38115 1.66232 -3.56891  0.000
H -4.87378 2.45015 -5.37619  0.000
H -3.92413 3.60873 -7.41593  0.000
H -1.44457 3.99636 -7.46680  0.000
H -0.04379 3.29343 -5.56684  0.000
H -0.82688 -4.62842 -3.57511  0.000
H -0.09914 -6.95786 -3.65433  0.000
H 0.90733 -8.09560 -1.72420  0.000
H 1.20708 -6.76416 0.43126  0.000
H 0.61568 -4.45325 0.46014  0.000
H -2.26248 -4.05174 0.42760  0.000
H -3.09940 -2.48854 2.30711  0.000
H -0.75195 -2.43815 -4.26335  0.000
H -1.09133 -0.21561 -5.00823  0.000
H 2.42224 3.68908 3.11453  0.000
H 4.54489 2.56293 3.34831  0.000
H 5.66739 1.56120 1.45543  0.000
H 4.74449 2.04927 -0.88264  0.000
H 2.60022 3.19670 -1.16317  0.000
N 3.91223 -1.29975 0.65308  0.001
C 4.13198 -2.19891 1.77777  0.000
C 2.85303 -2.39991 2.55131  0.000
C 2.34934 -1.21398 3.33729  0.000
C 1.03748 -0.54807 2.90405  0.003
N 1.11624 0.14824 1.56207  0.006
H 3.17312 -1.73172 0.09905  0.000
H 4.72051 -1.29807 0.05603  0.000
H 4.91161 -1.76162 2.42244  0.000
H 4.46774 -3.18873 1.46112  0.000
H 2.96367 -3.23926 3.23270  0.000
H 2.07759 -2.74963 1.85760  0.000
H 3.13972 -0.44062 3.44805  0.000
H 2.10840 -1.56771 4.34670  0.000
H 0.78441 0.23286 3.64012  0.000
H 0.22035 -1.24162 2.86087  0.000
H 2.04412 0.58803 1.54826  0.004
H 0.69799 2.09593 1.80093  0.002
S 3.12746 -2.14965 -2.98879  -0.001
C 1.69859 -1.77110 -2.43066  -0.001
N 1.01716 -0.71449 -1.82635  -0.002

## Properties
ΔE to the lowest compared entry with this formula, charge and spin ... 0.0 kcal per mole
LUMO level (alpha / beta) ... -0.58 / -0.51 eV
2S+1 ... 3

---

No. 2
Here is an isolated molecule of C12H10O from the Open Molecules 2025 dataset. Energies are from ωB97M-V/def2-TZVPD.

Last column: natural (NBO) charge in e.
Geometry (Å):
C 0.20092 0.83292 1.02989  0.306
C 1.34809 0.89576 0.26995  -0.292
C 2.09210 2.07323 0.31412  -0.190
C 1.72173 3.19209 1.00783  -0.245
C 0.49481 3.11747 1.71976  -0.185
C -0.26923 1.97741 1.71534  -0.268
C -0.70123 -1.20484 0.08529  0.297
C -0.68475 -2.57409 0.29631  -0.263
C -1.05529 -3.43789 -0.72612  -0.190
C -1.33286 -2.89913 -1.99625  -0.232
C -1.22596 -1.53523 -2.21523  -0.197
C -0.94543 -0.65972 -1.17881  -0.269
H 1.83780 0.04131 -0.31264  0.239
H 3.04589 2.11792 -0.20903  0.210
H 2.33607 4.09123 0.97736  0.220
H 0.14024 3.95298 2.37081  0.216
H -1.20685 1.95573 2.26276  0.230
H -0.38379 -2.95267 1.29104  0.230
H -1.02244 -4.50332 -0.54408  0.219
H -1.53650 -3.51908 -2.84120  0.214
H -1.36139 -1.07424 -3.15690  0.213
H -0.98237 0.44740 -1.33022  0.234
O -0.50954 -0.33525 1.17000  -0.495

## Properties
SMILES ... c1ccc(Oc2ccccc2)cc1
ΔE to the lowest compared entry with this formula, charge and spin ... 0.0 kcal per mole
LUMO level ... 0.96 eV

---

No. 3
Here is a structure of composition C40H66N7OPRuSSi from the Open Molecules 2025 dataset. Energies are from ωB97M-V/def2-TZVPD.

Last column: Löwdin spin population.
Geometry (Å):
Ru 0.38941 0.92615 -0.70112  2.970
C 1.85220 -0.72181 -0.70536  0.094
Si 2.97218 -0.17822 -2.03963  0.036
C 1.85853 -0.08401 -3.58169  0.004
N 0.60405 0.66047 -3.30053  0.063
C -0.50024 0.27888 -4.18845  0.004
C -0.31291 0.74288 -5.63718  0.002
C 0.21565 2.19321 -5.68442  0.002
C 0.00895 2.88047 -4.33371  0.004
C 0.80425 2.13776 -3.26727  0.031
C 4.39181 -1.34279 -2.50190  0.007
C 5.74282 -0.98737 -2.42257  0.002
C 6.74940 -1.89710 -2.73368  0.000
C 6.42491 -3.18762 -3.12976  0.001
C 5.08973 -3.56728 -3.20627  0.000
C 4.09167 -2.65442 -2.89170  0.002
C 3.75181 1.49996 -1.70089  0.006
C 4.48843 2.15112 -2.69972  0.002
C 5.06860 3.39379 -2.47467  0.001
C 4.92895 4.00806 -1.23292  0.002
C 4.21090 3.37572 -0.22667  0.002
C 3.63129 2.13322 -0.46056  0.009
H 2.35135 -0.83474 0.26030  0.014
H 1.36143 -1.66078 -0.96864  0.019
H 1.58557 -1.12227 -3.81258  0.000
H 2.38625 0.30522 -4.46993  0.001
H -1.42114 0.69014 -3.77611  0.000
H -0.59929 -0.80759 -4.15204  0.000
H -1.27627 0.66608 -6.14904  0.001
H 0.37458 0.07325 -6.15751  0.000
H -0.27471 2.75737 -6.47833  0.000
H 1.28586 2.19660 -5.91153  0.000
H -1.05744 2.89718 -4.08304  0.000
H 0.35030 3.91522 -4.36288  0.000
H 0.54258 2.53278 -2.27685  0.012
H 1.86057 2.35234 -3.41103  0.001
H 6.01816 0.01277 -2.10489  0.000
H 7.78880 -1.59892 -2.66398  0.000
H 7.20728 -3.89563 -3.37593  0.000
H 4.83016 -4.57726 -3.50367  0.000
H 3.05068 -2.97284 -2.94384  0.000
H 4.60437 1.68064 -3.67511  0.000
H 5.62744 3.88340 -3.26513  0.000
H 5.38174 4.97605 -1.05275  0.000
H 4.09500 3.85304 0.74132  0.001
H 3.05813 1.66502 0.32977  0.005
S 0.07261 2.72760 1.08726  0.271
C -0.41808 1.09721 1.24014  0.271
N -0.29097 0.42891 2.38558  0.059
P -0.80536 -0.87062 3.07453  0.012
N -1.50752 -2.04249 2.15174  0.001
C -1.62203 -3.39493 2.71319  0.001
C -2.63742 -4.18817 1.90469  0.000
C -2.13680 -4.38365 0.46350  0.000
C -1.35572 -3.14805 -0.03002  0.001
C -1.78215 -1.89393 0.71578  0.009
N -1.91492 -0.57785 4.28033  -0.001
C -1.55751 0.54435 5.19016  0.001
C -2.64525 0.71148 6.23931  0.000
C -3.97098 1.14665 5.58185  0.000
C -4.07068 0.61834 4.13939  0.000
C -3.36231 -0.72500 4.02172  0.000
N 0.48285 -1.51588 3.88967  0.003
C 1.71584 -1.69264 3.10189  0.001
C 2.87823 -2.06947 4.02674  0.000
C 2.72524 -1.33529 5.35793  0.000
C 1.48292 -1.85805 6.10190  0.000
C 0.41356 -2.33114 5.10495  0.000
H -1.92447 -3.33023 3.76124  0.000
H -0.65371 -3.91441 2.68508  0.000
H -3.58882 -3.64771 1.90669  0.000
H -2.81590 -5.15097 2.38615  0.000
H -2.98458 -4.58418 -0.19429  0.000
H -1.49139 -5.26307 0.42087  0.000
H -1.50972 -2.99218 -1.10040  0.000
H -0.28194 -3.28893 0.11921  0.000
H -2.85360 -1.72105 0.54620  0.000
H -1.25832 -1.03221 0.34336  0.012
H -1.43122 1.47506 4.63155  0.001
H -0.59532 0.32264 5.65240  0.000
H -2.32390 1.44665 6.97858  0.000
H -2.77379 -0.23826 6.76755  0.000
H -4.04708 2.23667 5.58037  0.000
H -4.81145 0.77013 6.17018  0.000
H -3.59757 1.31585 3.44196  0.001
H -5.11353 0.51696 3.83642  0.000
H -3.50619 -1.15475 3.03390  0.000
H -3.79330 -1.42565 4.74458  0.000
H 1.92875 -0.74445 2.60450  0.001
H 1.58481 -2.45233 2.31769  0.000
H 3.81933 -1.81896 3.53785  0.000
H 2.88881 -3.14961 4.20547  0.000
H 2.60353 -0.26986 5.14932  0.000
H 3.61730 -1.44909 5.97417  0.000
H 1.07571 -1.06955 6.73972  0.000
H 1.74840 -2.69385 6.75537  0.000
H -0.58068 -2.25308 5.53551  0.000
H 0.57994 -3.38651 4.85972  0.000
C -4.58982 3.80181 -1.80940  0.000
N -3.23748 3.27148 -1.86423  0.000
C -2.17643 4.21369 -1.51421  0.001
C -2.95419 1.93783 -1.94249  0.004
O -1.88970 1.45199 -1.56245  0.047
N -3.94577 1.12561 -2.48306  0.001
C -4.59074 1.49876 -3.73547  0.000
C -3.77688 -0.30848 -2.29617  0.000
H -4.72050 4.35399 -0.87552  0.000
H -5.32125 3.00073 -1.83024  0.000
H -4.78691 4.48758 -2.63748  0.000
H -2.54491 4.90086 -0.75182  0.000
H -1.86291 4.79749 -2.38415  0.000
H -1.32960 3.68458 -1.10036  0.002
H -4.33015 2.51710 -4.01658  0.000
H -5.67947 1.42264 -3.66975  0.000
H -4.25412 0.83304 -4.53718  0.000
H -3.23152 -0.49084 -1.37660  0.000
H -3.21602 -0.76488 -3.12269  0.000
H -4.75905 -0.78354 -2.23918  0.000

## Properties
ΔE to the lowest compared entry with this formula, charge and spin ... 3.8 kcal per mole
LUMO level (alpha / beta) ... 0.54 / 0.51 eV
2S+1 ... 5

---

No. 4
Here is a structure of composition C42H38BN13O5RuS from the Open Molecules 2025 dataset. Energies are from ωB97M-V/def2-TZVPD.

Last column: Löwdin spin population.
Geometry (Å):
Ru -0.12776 0.22802 -0.42857  0.000
C -1.86322 2.48870 2.84661  0.000
C -1.86439 1.42205 1.96395  0.000
N -0.87913 1.57247 1.06261  0.000
N -0.23235 2.72533 1.37506  0.000
C -0.81017 3.28470 2.44265  0.000
B 1.01801 3.05950 0.53857  0.000
N 1.94779 1.85080 0.87742  0.000
C 3.07271 1.78162 1.59946  0.000
C 3.33643 0.45031 1.88246  0.000
C 2.30215 -0.26297 1.29845  0.000
N 1.46358 0.60269 0.70833  0.000
N 0.53374 3.02379 -0.95129  0.000
C 0.47292 4.05374 -1.81200  0.000
C -0.31422 3.68594 -2.88616  0.000
C -0.71429 2.38227 -2.60801  0.000
N -0.19188 2.00124 -1.44271  0.000
N 1.72327 4.34215 0.78813  0.000
C 1.34171 5.56390 1.25826  0.000
C 2.37128 6.43571 1.03793  0.000
C 3.35922 5.66007 0.39790  0.000
N 2.96967 4.41101 0.23196  0.000
H -2.54631 2.66319 3.65878  0.000
H -2.54622 0.59529 1.93156  0.000
H -0.43569 4.20474 2.85580  0.000
H 3.61437 2.67953 1.84397  0.000
H 4.16809 0.05479 2.43870  0.000
H 2.11623 -1.32265 1.26522  0.000
H 0.98510 4.97731 -1.59633  0.000
H -0.56535 4.28159 -3.74580  0.000
H -1.33062 1.71300 -3.18504  0.000
H 0.36953 5.74040 1.68513  0.000
H 2.41117 7.47920 1.29662  0.000
H 4.33193 5.96994 0.05009  0.000
C 2.07686 -7.19856 -11.80218  0.007
O 3.00595 -6.33044 -11.09128  0.178
C 2.64889 -5.65541 -10.04995  0.129
C 3.68469 -4.85836 -9.46186  0.114
C 3.41803 -4.10865 -8.36249  0.006
C 2.11839 -4.10761 -7.79549  0.193
C 1.09447 -4.90380 -8.38757  0.030
C 1.34032 -5.66413 -9.48645  0.074
C 1.77919 -3.33424 -6.63508  -0.006
N 0.55739 -3.28071 -6.11804  0.088
C 0.65659 -2.47233 -5.04318  0.020
C 1.95594 -2.00870 -4.88496  0.071
N 2.66005 -2.56184 -5.90871  0.023
C 2.34412 -1.12047 -3.82871  0.004
C 3.61376 -0.55361 -3.65844  0.013
C 3.80685 0.32513 -2.62522  -0.004
C 2.76729 0.58141 -1.73170  0.013
N 1.56932 0.01669 -1.84099  0.000
C 1.34027 -0.78997 -2.90655  0.023
C -0.02313 -1.24270 -3.08079  0.006
N -0.92386 -0.78820 -2.17694  0.005
C -2.20623 -1.11079 -2.35293  -0.002
C -2.64477 -1.92235 -3.39642  0.004
C -1.73362 -2.42738 -4.29091  -0.001
C -0.39080 -2.06542 -4.14688  0.004
H 2.66194 -7.62308 -12.60836  0.000
H 1.25750 -6.59988 -12.19388  0.004
H 1.72750 -7.97793 -11.12862  0.004
H 4.66246 -4.88272 -9.92355  0.003
H 4.21428 -3.51386 -7.93535  -0.003
H 0.11244 -4.89071 -7.93692  -0.002
H 0.55882 -6.26685 -9.92485  0.002
H 3.64600 -2.45850 -6.08508  0.000
H 4.42420 -0.77988 -4.33935  0.001
H 4.75558 0.81907 -2.47197  0.000
H 2.93275 1.27896 -0.92555  0.000
H -2.91576 -0.69220 -1.65648  0.000
H -3.70016 -2.13942 -3.48045  0.000
H -2.03268 -3.07242 -5.10644  0.000
C -2.38918 -2.26811 7.41138  0.000
C -2.04776 -3.11044 6.21565  0.000
C -2.84702 -4.19963 5.86644  0.000
C -2.50538 -5.02928 4.81436  0.000
C -1.35746 -4.75831 4.07822  0.000
C -0.54184 -3.68428 4.40735  0.000
C -0.89918 -2.86218 5.46708  0.000
S -0.96590 -5.78804 2.70185  0.000
O -1.43728 -7.10303 2.97872  0.000
O 0.38353 -5.49674 2.31387  0.000
N -1.89869 -5.25575 1.44789  0.000
C -1.51764 -4.10177 0.68669  0.000
C -2.08006 -2.76311 1.21595  0.000
C -1.31174 -1.63629 0.64328  0.000
O -1.85009 -0.53087 0.23366  0.000
O -0.06351 -1.65267 0.45890  0.000
H -3.46602 -2.12854 7.49772  0.000
H -1.91311 -1.29024 7.35660  0.000
H -2.04971 -2.74885 8.33077  0.000
H -3.73349 -4.41710 6.44936  0.000
H -3.10840 -5.89634 4.57681  0.000
H 0.37704 -3.52392 3.85780  0.000
H -0.25208 -2.03958 5.74778  0.000
H -2.85888 -5.56454 1.47426  0.000
H -1.81489 -4.23919 -0.35682  0.000
H -0.43053 -4.05979 0.71020  0.000
H -1.94749 -2.71608 2.30435  0.000
H -3.14130 -2.62741 1.00484  0.000

## Properties
Net charge ... +3
ΔE to the lowest compared entry with this formula, charge and spin ... 0.0 kcal per mole
LUMO level (alpha / beta) ... -8.60 / -10.51 eV
2S+1 ... 2

---

| no. | largest force on an atom (hartree/bohr) |
| --- | --- |
| 1 | 0.0465 |
| 2 | 0.0386 |
| 3 | 0.0186 |
| 4 | 0.0148 |